{"formula": "C29H23BF3NO", "method": "ωB97M-V/def2-TZVPD", "homo_energy_ev": -7.70, "de_lowest_kj_mol": 0.0, "gap_ev": 5.47, "lumo_ev": -2.223, "elements": ["C", "N", "C", "B", "F", "F", "F", "C", "C", "C", "C", "C", "C", "C", "H", "H", "H", "H", "H", "H", "H", "H", "C", "O", "C", "C", "C", "C", "C", "C", "C", "C", "C", "C", "C", "C", "C", "C", "C", "C", "C", "C", "C", "H", "H", "H", "H", "H", "H", "H", "H", "H", "H", "H", "H", "H", "H", "H"], "xyz": [[0.7238, -2.2265, 2.1359], [0.2304, -0.8898, 2.3895], [0.9993, 0.2472, 2.4935], [2.6115, 0.1048, 2.3298], [3.1809, 1.3716, 2.2311], [2.9960, -0.5866, 3.4997], [2.7997, -0.6294, 1.1456], [0.1819, 1.3450, 2.7060], [-1.1855, 0.8735, 2.6006], [-1.1157, -0.5451, 2.4605], [-2.2191, -1.3359, 2.1828], [-3.4682, -0.6935, 2.1003], [-3.5673, 0.7018, 2.2591], [-2.4310, 1.4923, 2.5108], [-0.1313, -2.9018, 2.1721], [1.2074, -2.2952, 1.1517], [1.4687, -2.4963, 2.8961], [0.4668, 2.3721, 2.5216], [-2.0941, -2.4118, 2.0296], [-4.3661, -1.2821, 1.9074], [-4.5485, 1.1839, 2.1640], [-2.4976, 2.5770, 2.5875], [-4.0369, 7.2677, 4.9478], [-3.1527, 6.8449, 3.8875], [-2.3752, 5.7480, 4.0937], [-1.3344, 5.5250, 3.1605], [-0.4217, 4.5154, 3.3792], [-0.5446, 3.6400, 4.4838], [0.4748, 2.6368, 4.7459], [0.3113, 1.5489, 5.7034], [1.6060, 1.1534, 6.1676], [1.7557, 0.2091, 7.1715], [0.6048, -0.4054, 7.6779], [-0.6654, -0.0752, 7.1748], [-0.8190, 0.8866, 6.1657], [2.6003, 2.0196, 5.5510], [1.9069, 2.9704, 4.7300], [2.6084, 4.0472, 4.1985], [3.9931, 4.1261, 4.4125], [4.6648, 3.1775, 5.1993], [3.9592, 2.1307, 5.8052], [-1.6408, 3.8194, 5.3582], [-2.5528, 4.8462, 5.1712], [-4.4634, 8.2023, 4.5819], [-4.8303, 6.5260, 5.1141], [-3.4819, 7.4420, 5.8813], [-1.2517, 6.1955, 2.3050], [0.4072, 4.4104, 2.6797], [2.7608, -0.0117, 7.5354], [0.6988, -1.1488, 8.4689], [-1.5534, -0.5556, 7.5900], [-1.7997, 1.1271, 5.7582], [2.0855, 4.8274, 3.6538], [4.5510, 4.9542, 3.9702], [5.7417, 3.2563, 5.3454], [4.4356, 1.3990, 6.4602], [-1.7392, 3.1900, 6.2409], [-3.3878, 4.9712, 5.8671]], "atomic_forces_ev_per_a": [[0.258, -0.330, -0.033], [0.650, 1.654, 0.374], [0.224, -1.825, -0.067], [-0.767, 0.224, 0.047], [0.300, 0.027, 0.152], [0.645, -0.068, -0.161], [0.578, -0.083, 0.169], [-1.119, 1.259, 0.114], [-0.437, -0.596, 0.198], [-0.284, 0.661, -0.626], [-0.352, 0.187, 0.232], [0.371, 0.207, 0.181], [0.069, -0.050, 0.083], [-0.192, -0.289, -0.029], [0.256, -0.055, 0.083], [-0.239, 0.118, 0.325], [-0.279, 0.037, -0.214], [0.202, -0.513, -0.407], [-0.296, 0.431, 0.016], [0.263, 0.191, 0.001], [0.456, -0.233, 0.058], [-0.136, -0.204, -0.037], [0.256, -0.263, -0.396], [0.079, -0.325, 0.420], [-0.073, -0.397, 0.284], [-0.361, 0.265, 0.407], [-0.214, 0.055, 0.134], [-0.404, 0.222, -0.087], [-0.140, 0.165, 0.073], [0.849, -1.097, 0.415], [-1.025, -0.056, 0.425], [-0.056, 0.237, -0.485], [-0.370, 0.116, -0.190], [0.282, -0.069, 0.098], [0.081, 0.002, 0.127], [0.111, 1.130, -0.430], [1.030, -0.783, 0.346], [0.132, -0.200, 0.094], [0.020, -0.143, 0.174], [-0.330, 0.149, -0.294], [-0.472, -0.115, -0.252], [0.386, -0.113, -0.273], [-0.049, 0.732, -0.452], [-0.004, -0.165, 0.159], [0.159, 0.223, -0.045], [-0.097, -0.077, -0.276], [0.014, -0.163, 0.258], [-0.346, -0.105, 0.122], [-0.395, -0.137, 0.016], [-0.089, 0.184, -0.182], [0.307, 0.063, -0.172], [0.166, -0.187, 0.137], [0.321, -0.096, 0.041], [-0.165, -0.290, 0.162], [-0.282, 0.052, -0.029], [0.041, 0.309, -0.238], [0.027, 0.154, -0.305], [0.438, -0.030, -0.246]], "mulliken_charge": [-0.95, 0.35, -0.74, 0.51, -0.37, -0.39, -0.37, -0.30, 0.69, 0.44, -1.07, -0.64, -0.92, 0.08, 0.39, 0.29, 0.25, 0.99, 0.27, 0.39, 0.39, 0.33, -0.81, -0.43, 0.79, -1.42, -0.20, 1.35, 1.05, -0.67, -0.27, -0.46, -0.70, -1.22, 0.30, 0.41, 0.40, -0.22, -1.00, -0.77, -0.60, -0.55, -1.01, 0.25, 0.31, 0.35, 0.40, 0.57, 0.41, 0.40, 0.41, 0.68, 0.42, 0.41, 0.39, 0.41, 0.68, 0.35]}